22
Properties=species:S:1:pos:R:3:forces:R:3 method="wB97M-V/def2-TZVPD" total_charge=0 orbital_gap_ha=0.2563 e_tot_ev=-113496.4692 smiles="C#CSCc1ccccc1.S=NSBr" lumo_ev=-1.7 homo_ev=-8.64 largest_force_ha_per_bohr=0.07378
C 2.649745 1.252073 -2.502755 0.6 0.6 -0.5
C 2.283584 1.074386 -1.380921 -0.1 -0.1 0.3
S 1.608561 0.807233 0.109428 -1.1 -0.1 0.6
C 0.182985 -0.207108 -0.552696 -0.6 0.3 3.7
C -1.133305 -0.074507 0.204203 0.4 -0.3 0.9
C -1.624666 -1.072791 1.046916 -0.4 -1.3 0.2
C -2.860927 -0.953539 1.721829 0.9 1.3 -2.1
C -3.650545 0.161609 1.476600 -0.9 -0.5 3.3
C -3.091240 1.191406 0.750520 -1.8 1.0 0.5
C -1.898387 1.085081 0.127234 1.3 0.3 -1.7
H 3.010607 1.708896 -3.381899 0.1 -0.2 -0.5
H 0.544397 -1.189004 -0.482099 0.3 -1.5 -0.4
H 0.001646 0.122046 -1.488162 -0.1 0.9 -3.2
H -1.149416 -2.073585 1.131514 0.1 1.0 0.0
H -3.203790 -1.706663 2.355690 -0.4 -1.2 0.9
H -4.579421 0.251589 2.200982 1.7 0.2 -2.1
H -3.607150 2.141120 0.714439 -0.2 0.0 -0.2
H -1.598333 1.896156 -0.556805 0.1 -0.3 0.6
S 4.087532 -2.286896 -2.206025 0.1 -0.3 -1.0
N 4.064091 -1.940118 -0.719322 0.2 0.8 0.6
S 4.344525 -1.089673 0.496705 0.0 -0.3 1.0
Br 5.619500 0.902281 0.934634 -0.2 -0.3 -0.5

=====

44
Properties=species:S:1:pos:R:3:forces:R:3 method="wB97M-V/def2-TZVPD" total_charge=-1 orbital_gap_ha=0.3589 e_tot_ev=-32681.9117 lumo_ev=2.7 homo_ev=-7.02 e_above_lowest_kj_mol=93.2 largest_force_ha_per_bohr=0.06078
O 0.394129 -0.998617 -0.859947 -0.6 -0.1 0.1
C 1.383844 -1.006023 -1.568623 1.7 -0.8 -0.8
N 2.646453 -1.134246 -1.051797 -0.4 -0.3 1.8
C 2.778309 -1.658972 0.487749 0.7 0.3 -2.3
O 3.450004 -2.682915 0.540318 -0.4 0.5 0.2
O 2.213332 -0.906085 1.268587 0.0 0.2 0.7
C 1.291061 -0.832164 -3.115940 -0.8 1.7 2.5
C 0.123693 -1.641035 -3.618379 -0.1 -0.3 -2.7
H 3.408626 -1.520057 -1.590708 -0.4 0.0 -0.4
H 1.046549 0.257098 -3.077699 -0.1 -0.5 -0.6
H 2.270976 -0.859372 -3.556187 0.2 -0.6 -0.5
H -0.503753 -1.975296 -2.820128 -0.2 -0.4 0.4
H 0.399949 -2.460917 -4.315887 0.3 0.0 1.0
H -0.521396 -1.104735 -4.327270 0.0 0.5 0.5
H -1.205471 3.871592 1.646849 0.0 -0.2 0.6
H -1.182044 2.686543 2.630236 0.3 0.3 0.0
O -1.293920 3.646891 2.593130 -0.2 0.0 -0.4
H -3.381589 0.053194 0.655749 0.6 0.2 0.3
H -2.298233 0.705514 1.545320 -0.2 -0.3 -0.6
O -3.235015 0.754135 1.313098 -0.7 0.7 -0.1
H 0.802345 -3.649913 -0.701532 0.5 -0.2 -0.2
H 2.240630 -4.130440 -1.104492 -0.6 0.3 0.3
O 1.298775 -4.187255 -1.341039 0.0 0.0 -0.1
H -0.148398 0.351390 2.081952 -0.3 0.3 0.0
H 1.096374 0.588568 1.325255 -0.4 0.3 -0.1
O 0.271855 1.073118 1.593702 0.8 -1.2 0.5
H -3.279980 0.362204 3.580701 0.4 0.4 0.2
H -2.916134 1.715847 3.117332 -0.2 0.5 0.0
O -2.736770 1.125432 3.851474 -0.2 -0.6 0.3
H 0.443409 -1.802744 2.866209 0.2 -0.2 0.1
H 0.455332 -1.823703 1.369190 0.2 0.0 -0.1
O -0.015322 -2.206604 2.123270 -0.5 0.1 0.2
H -2.042249 -1.781360 1.518645 0.0 0.0 -0.2
H -1.374311 -1.569525 0.198182 -0.3 0.3 -0.3
O -2.243662 -1.472100 0.620772 0.5 -0.8 0.0
H 0.105043 2.477884 0.723244 -0.3 0.2 -0.3
H 0.376799 2.614417 -0.747608 0.0 0.4 0.0
O -0.025651 3.109337 -0.015275 0.2 -0.1 -0.1
H -1.922661 3.403473 -0.465403 0.2 -0.4 0.4
H -3.237464 2.831022 0.206539 0.5 -0.2 0.0
O -2.880285 3.329802 -0.535672 -0.7 0.5 -0.5
H 2.710083 1.424713 -1.285612 0.0 -0.3 -0.1
H 2.778268 2.666676 -0.443047 -0.4 0.0 -0.7
O 2.458466 2.355233 -1.315278 0.5 0.1 0.8

=====

104
Properties=species:S:1:pos:R:3:forces:R:3 method="wB97M-V/def2-TZVPD" total_charge=+1 orbital_gap_ha="0.1098 / 0.0799" e_tot_ev=-104194.7070 lumo_ev="-3.6 / -3.6" homo_ev="-6.55 / -5.74" e_above_lowest_kj_mol=338.2 largest_force_ha_per_bohr=0.08286
Sn -1.148893 -1.826189 0.452593 -1.1 -2.6 0.8
F 2.394589 3.688836 -1.050310 -0.4 0.4 1.0
C 1.645524 3.589079 0.118617 -0.1 -0.1 -1.0
C 1.025757 2.376037 0.274758 0.9 0.2 0.4
C 0.359235 2.022181 1.460172 -0.1 0.1 -0.9
C -0.135067 0.682082 1.624264 0.3 -1.3 0.7
O 0.196335 -0.294657 0.817261 0.2 2.5 0.7
C -0.859822 0.472945 2.843123 -0.6 -0.3 -0.3
C -1.015067 1.491363 3.738422 -0.5 -0.5 0.5
N -0.546265 2.759758 3.573849 -0.2 -0.3 1.0
C -0.769653 3.625097 4.741307 0.3 0.4 -0.1
C -1.408626 4.964712 4.551512 0.6 0.5 -1.0
C -2.216954 3.884320 5.097086 -0.4 -1.3 0.9
C 0.157545 3.044173 2.408915 0.4 1.0 -0.1
C 0.666202 4.334411 2.115764 0.1 0.5 0.9
C 1.471807 4.664891 1.012635 -0.7 -1.9 -0.3
N 2.015469 5.931175 0.828601 -0.7 0.0 -0.9
C 2.078930 6.432664 -0.557122 0.0 -0.7 0.1
C 2.550628 7.868843 -0.712330 -0.9 1.2 0.1
N 3.406762 8.315762 0.471904 0.7 -1.3 0.4
C 2.692053 8.025195 1.787828 -1.0 0.9 -0.1
C 2.592121 6.550930 1.972851 -0.3 0.2 0.2
C -1.645894 -0.796117 3.236362 0.0 -0.9 -1.1
O -2.008571 -0.926702 4.367043 -0.3 0.7 2.4
O -1.961493 -1.679403 2.351265 0.5 1.1 0.4
H 1.248224 1.642334 -0.474838 -0.2 -0.4 -0.2
H -1.586277 1.247199 4.671128 0.7 0.4 -1.0
H -0.060831 3.628934 5.573198 0.1 -0.7 -0.6
H -1.636614 5.157347 3.499581 0.3 0.9 0.6
H -1.014468 5.665157 5.306094 -0.5 0.3 -1.1
H -2.863608 3.315614 4.407244 -0.1 0.7 0.8
H -2.471331 4.006806 6.165349 -0.1 -0.7 -0.8
H 0.482417 5.148656 2.825481 -0.1 -0.6 -0.2
H 1.080573 6.297884 -1.061722 0.9 0.3 0.6
H 2.783737 5.858735 -1.151649 0.0 -0.5 0.1
H 1.638112 8.547611 -0.818205 1.7 -0.5 0.2
H 3.255542 7.920900 -1.556904 -0.8 0.3 0.0
H 3.744969 9.278982 0.353777 -0.4 -0.2 0.2
H 4.272714 7.702535 0.444895 -1.0 0.9 0.1
H 1.691117 8.510380 1.732553 0.6 -0.4 -0.3
H 3.152062 8.428477 2.676507 0.8 0.5 -0.2
H 1.953260 6.393285 2.851915 0.1 0.1 -0.2
H 3.556796 6.134460 2.268065 0.4 -0.1 -0.2
F 5.888224 -6.494613 4.956773 -0.4 0.3 -0.6
C 5.993500 -6.022312 3.670351 0.5 -0.6 1.0
F 6.474725 -7.071948 2.976847 0.3 0.4 -0.2
F 6.931312 -5.054520 3.757055 -0.1 -0.3 -0.5
C 4.705186 -5.545651 3.094985 -0.1 -0.4 -0.2
C 4.471472 -4.177814 2.999006 1.3 0.6 1.3
C 3.266199 -3.681964 2.648843 -1.8 0.6 -1.0
C 2.269955 -4.571831 2.191790 0.3 -0.1 -0.1
C 2.514502 -5.956116 2.238435 -0.2 0.1 -0.2
C 3.737213 -6.471564 2.690748 -0.7 0.2 0.1
C 1.102415 -3.977097 1.596267 0.4 -0.4 0.5
C 0.231411 -3.291663 1.112105 0.8 -0.3 0.1
H 5.220786 -3.438168 3.312744 -0.1 -0.7 -0.1
H 3.025663 -2.593925 2.642127 0.4 -1.0 0.0
H 1.717950 -6.622843 1.896415 0.4 0.2 0.1
H 3.851325 -7.574645 2.741154 0.2 1.0 0.0
N -4.426075 -3.508314 -0.736013 0.1 1.0 0.4
C -3.967489 -4.304560 -1.719140 0.6 0.0 -0.1
S -4.158056 -5.967442 -1.705766 -0.3 0.5 -0.1
N -3.298436 -3.599664 -2.683747 0.2 0.9 1.2
C -2.797960 -4.286802 -3.795015 1.2 0.5 -0.8
C -3.349458 -4.004982 -5.036607 -1.3 -0.2 0.9
C -3.219931 -4.906722 -6.072947 1.3 0.1 -0.8
C -2.232780 -5.894991 -5.977854 -0.2 0.0 0.5
C -1.505959 -5.990378 -4.778493 0.6 -0.9 -1.1
C -1.751948 -5.204790 -3.690384 -0.4 0.7 0.2
H -4.928284 -3.966480 -0.000168 0.2 -0.1 0.3
H -3.885145 -2.658347 -0.501190 -0.6 -0.7 -0.1
H -3.037714 -2.610862 -2.476899 -0.4 -1.2 -0.4
H -4.052261 -3.163764 -5.058527 0.1 -0.5 -0.2
H -3.783247 -4.741542 -6.980879 0.0 -0.1 -0.1
H -2.003071 -6.593533 -6.791078 -0.3 0.4 0.3
H -0.718737 -6.737923 -4.694666 -0.1 0.1 -0.2
H -1.117486 -5.247354 -2.808256 -0.5 -0.2 0.1
N -0.358443 -2.083859 -1.710322 2.6 1.3 -3.1
C 0.412824 -1.625454 -2.490100 -2.0 -1.8 1.6
N 1.259396 -1.293110 -3.412398 0.3 0.7 0.3
C 0.930642 -0.486769 -4.572489 -0.5 0.2 0.3
C 0.991692 -1.377018 -5.786298 -0.8 -0.8 -0.5
O 2.308918 -1.909024 -5.925530 -0.1 -0.5 1.3
C 2.687239 -2.667591 -4.731736 -0.1 -0.4 -0.7
C 2.605994 -1.811659 -3.503694 0.6 1.1 0.5
H 1.711141 0.261291 -4.671250 0.0 0.4 0.1
H -0.031102 -0.024366 -4.352314 -0.1 0.1 -0.5
H 0.759468 -0.813812 -6.710328 0.2 -0.4 0.5
H 0.238658 -2.213997 -5.649065 0.7 0.7 -0.3
H 3.737095 -2.931157 -4.861956 -0.2 -0.3 -0.3
H 2.028137 -3.566749 -4.597168 0.6 0.6 -0.4
H 3.253013 -0.915170 -3.655391 -0.2 -0.6 0.1
H 2.892398 -2.248646 -2.545112 0.0 -0.4 -0.3
S -2.853328 -0.250099 -0.874722 -2.3 1.9 -0.3
C -4.244495 0.159418 0.092858 0.5 0.7 -2.3
N -4.936826 1.289836 -0.314879 -0.8 1.3 0.0
C -6.118980 1.733628 0.231208 0.1 -1.1 -0.4
C -6.793305 0.901409 1.105701 0.4 0.7 0.0
C -6.062714 -0.281034 1.467152 0.6 0.2 -0.7
N -4.819189 -0.570419 1.013436 -2.3 -1.1 1.7
H -4.609918 1.718655 -1.182796 0.1 0.0 0.6
H -6.544754 2.667770 -0.163488 0.4 -0.5 0.2
H -7.814469 1.219401 1.449287 1.3 -0.8 -0.1
H -6.559936 -1.033031 2.094537 0.5 0.3 -0.1